Entry 1:
ORCA calculation (wB97M-V/def2-TZVPD) on C40H51N3O4PdS as an isolated structure.

Each line ends with the Mulliken spin population.
Atoms and positions in Å:
Pd -8.670 -19.527 -5.333  0.044
C -14.633 -21.179 -9.364  0.023
C -13.426 -22.135 -9.232  0.036
C -12.626 -22.153 -10.566  0.015
C -13.959 -23.538 -8.900  0.024
C -12.566 -21.697 -8.031  0.017
C -11.257 -21.226 -8.137  0.236
C -10.454 -20.967 -7.020  0.033
N -9.227 -20.376 -7.052  0.386
C -8.467 -20.075 -8.147  -0.007
C -8.429 -20.769 -9.397  0.162
C -7.650 -20.313 -10.449  0.051
C -6.925 -19.103 -10.189  0.141
C -6.733 -18.514 -8.939  0.067
C -7.518 -19.021 -7.885  0.260
O -7.474 -18.501 -6.666  0.340
C -5.786 -17.373 -8.703  0.053
C -6.599 -16.129 -8.332  0.035
C -4.879 -17.149 -9.946  0.003
C -4.803 -17.695 -7.531  0.033
C -7.584 -21.106 -11.754  0.059
C -8.977 -21.217 -12.405  0.037
C -6.623 -20.414 -12.708  0.003
C -7.082 -22.517 -11.419  0.035
C -10.966 -21.142 -5.676  0.346
O -10.287 -20.587 -4.716  0.320
C -12.274 -21.671 -5.549  -0.023
C -13.034 -21.850 -6.723  0.100
C -13.015 -21.922 -4.242  0.064
C -13.825 -23.259 -4.320  0.026
C -13.950 -20.728 -4.009  0.045
C -12.071 -22.041 -3.049  0.000
H -15.231 -21.326 -10.272  0.001
H -14.317 -20.113 -9.359  -0.001
H -15.282 -21.299 -8.495  -0.001
H -13.255 -22.401 -11.421  0.000
H -11.838 -22.886 -10.543  -0.003
H -12.180 -21.205 -10.880  0.000
H -14.537 -23.938 -9.725  0.002
H -14.556 -23.577 -8.018  -0.002
H -13.112 -24.208 -8.736  -0.002
H -10.854 -20.981 -9.112  0.061
H -8.975 -21.711 -9.515  0.004
H -6.415 -18.708 -11.086  0.004
H -7.311 -15.869 -9.116  -0.005
H -5.940 -15.237 -8.240  0.002
H -7.172 -16.268 -7.418  -0.003
H -5.484 -16.682 -10.749  0.000
H -4.512 -18.125 -10.247  -0.002
H -4.025 -16.489 -9.828  0.000
H -5.309 -17.859 -6.555  -0.005
H -4.092 -16.875 -7.436  -0.001
H -4.172 -18.546 -7.775  -0.006
H -9.408 -20.249 -12.602  -0.002
H -9.701 -21.658 -11.726  -0.004
H -8.998 -21.836 -13.323  0.001
H -6.986 -19.421 -12.996  0.000
H -6.559 -21.035 -13.634  -0.001
H -5.616 -20.319 -12.285  0.000
H -7.820 -23.078 -10.913  -0.001
H -6.174 -22.458 -10.862  -0.001
H -6.895 -23.079 -12.325  0.003
H -14.082 -22.060 -6.645  0.017
H -14.731 -23.113 -4.925  -0.001
H -14.209 -23.610 -3.363  0.001
H -13.263 -24.087 -4.748  -0.003
H -14.703 -20.619 -4.768  -0.001
H -13.435 -19.766 -3.933  -0.006
H -14.503 -20.892 -3.078  0.005
H -11.368 -22.869 -3.157  0.003
H -12.653 -22.228 -2.134  -0.001
H -11.495 -21.115 -2.922  0.000
C -11.544 -15.338 1.199  0.000
C -10.736 -15.678 0.012  0.003
C -11.288 -16.562 -0.915  -0.002
C -10.608 -16.891 -2.085  -0.011
C -9.331 -16.389 -2.228  0.036
C -8.741 -15.540 -1.312  -0.005
C -9.452 -15.194 -0.179  0.005
S -8.431 -16.685 -3.774  -0.029
O -9.355 -16.580 -4.870  0.006
O -7.216 -15.898 -3.820  0.015
N -8.057 -18.323 -3.723  0.422
C -7.023 -18.763 -2.928  0.030
C -6.352 -17.913 -1.989  0.166
C -5.401 -18.422 -1.137  -0.073
C -5.057 -19.770 -1.232  0.222
C -5.737 -20.520 -2.183  0.040
N -6.621 -20.025 -3.076  0.101
H -12.575 -15.571 1.067  0.000
H -11.432 -14.273 1.501  0.000
H -11.199 -15.927 2.040  0.001
H -12.259 -17.006 -0.752  0.000
H -11.084 -17.465 -2.898  0.004
H -7.722 -15.183 -1.456  -0.002
H -9.039 -14.592 0.606  0.000
H -6.572 -16.853 -2.116  0.048
H -4.906 -17.808 -0.398  0.000
H -4.340 -20.311 -0.582  0.004
H -5.564 -21.588 -2.302  0.004

Output
- Spin multiplicity: 5
- Charge: +2
- <S²>: 6.07
- Energy above the lowest of the compared OMol25 structures with the same formula, charge and spin: 0.0 kcal/mol
- Kohn-Sham gap (alpha / beta): 7.41 / 4.58 eV

=====

Entry 2:
ORCA calculation (wB97M-V/def2-TZVPD) on a 2-piece molecular cluster, C9H14O overall.

Each line ends with the Löwdin charge.
Atoms and positions in Å:
C 0.985 -1.990 0.785  -0.074
C 0.373 -0.762 1.422  -0.287
C 0.961 0.473 1.055  -0.031
C 0.140 1.570 1.245  -0.013
C -0.995 1.458 2.052  -0.322
O -1.799 2.590 2.091  0.037
C -1.344 0.292 2.691  -0.022
C -0.681 -0.901 2.308  -0.036
H 1.845 -1.770 0.165  0.063
H 0.318 -2.648 0.219  0.078
H 1.328 -2.713 1.543  0.077
H 1.826 0.421 0.415  0.099
H 0.425 2.590 1.015  0.119
H -2.686 2.302 2.186  0.077
H -2.123 0.229 3.441  0.112
H -1.029 -1.843 2.695  0.110
C 0.719 -0.368 -2.712  -0.178
C -0.107 0.517 -3.630  -0.175
H 1.535 -0.816 -3.298  0.069
H 1.350 0.169 -2.003  0.045
H -0.007 -0.998 -2.201  0.065
H -0.566 -0.086 -4.403  0.059
H 0.462 1.348 -4.042  0.062
H -0.931 0.936 -3.039  0.064

Output
- Charge: 0
- Energy above the lowest of the compared OMol25 structures with the same formula, charge and spin: 21.9 kcal/mol
- SMILES: Cc1ccc(O)cc1.CC
- Kohn-Sham gap: 9.27 eV

=====

Entry 3:
ORCA calculation (wB97M-V/def2-TZVPD) on C12H32BrO14S4V as an isolated structure.

Each line ends with the Mulliken spin population.
Atoms and positions in Å:
O 0.721 3.237 -0.902  0.003
V 0.508 2.310 0.329  0.969
O -1.014 2.520 0.837  0.028
Br 2.323 3.268 2.195  0.003
O 2.553 -0.944 2.736  0.000
S 1.226 -0.402 2.928  0.003
O 0.690 0.400 1.840  0.004
O 0.082 -1.632 3.215  0.000
C -1.303 -1.459 3.192  -0.001
C -1.916 -1.585 4.613  0.000
C 1.137 0.516 4.582  0.001
H -1.808 -2.195 2.567  0.000
H -1.632 -0.547 2.693  0.002
H -2.151 -2.624 4.842  0.000
H -2.723 -0.884 4.822  0.000
H -1.204 -1.295 5.386  0.000
H 0.194 1.011 4.815  0.000
H 1.853 1.338 4.562  0.000
H 1.579 -0.141 5.331  0.000
O 2.176 0.803 -0.689  -0.012
S 3.152 -0.294 -0.811  0.004
O 2.740 -1.669 -0.515  0.000
O 3.862 -0.204 -2.381  -0.001
C 5.060 -0.885 -2.576  0.000
C 5.089 -2.421 -2.515  0.000
C 4.534 0.027 0.314  0.002
H 5.814 -0.461 -1.913  0.000
H 5.378 -0.584 -3.573  0.000
H 5.008 -2.943 -1.561  0.000
H 6.011 -2.837 -2.922  0.000
H 4.267 -2.845 -3.092  0.000
H 4.182 0.115 1.342  0.000
H 5.071 0.959 0.138  0.000
H 5.255 -0.790 0.291  0.000
O -0.445 0.661 -0.913  -0.061
S -1.089 -0.481 -1.527  0.037
O -2.509 -0.492 -1.928  0.007
O -0.107 -1.167 -2.641  0.005
C 0.652 -0.294 -3.429  0.003
C 1.261 -1.119 -4.619  0.000
C -0.918 -1.904 -0.390  0.003
H 1.436 0.081 -2.770  -0.001
H 0.019 0.519 -3.785  -0.001
H 0.545 -1.831 -5.030  0.000
H 2.138 -1.634 -4.229  0.000
H 1.625 -0.549 -5.473  0.000
H 0.095 -2.181 -0.098  0.000
H -1.258 -2.809 -0.892  0.000
H -1.619 -1.657 0.407  -0.001
O -5.976 3.588 -1.805  0.000
S -4.908 3.193 -0.912  0.001
O -4.618 3.901 0.300  0.000
O -5.157 1.578 -0.597  0.000
C -4.417 0.938 0.405  -0.002
C -5.266 0.368 1.518  0.000
C -3.245 2.997 -1.793  -0.003
H -3.643 1.590 0.809  0.005
H -3.820 0.112 0.018  0.000
H -4.744 -0.528 1.853  0.000
H -6.264 0.097 1.173  0.000
H -5.630 1.140 2.196  0.000
H -2.457 2.656 -1.121  0.003
H -2.859 3.944 -2.172  0.001
H -3.535 2.424 -2.674  0.000

Output
- Spin multiplicity: 2
- Charge: -1
- <S²>: 0.76
- Kohn-Sham gap (alpha / beta): 4.67 / 6.81 eV

=====

- Which of these has the highest charge?
  C40H51N3O4PdS

=====

- Which of these has the lowest charge?
  C12H32BrO14S4V

=====

- What is the charge in the third record?
  -1